[1]
C8H14ClOPS | ωB97M-V/def2-TZVPD

Structure (XYZ):
```
26
C8H14ClOPS, DFT ωB97M-V/def2-TZVPD
C -0.088 -0.689 -1.782
C -0.966 -1.341 -2.323
C 2.357 -2.868 -0.753
C -0.518 1.578 1.951
C -1.617 2.644 -0.110
C -2.368 0.310 0.674
C 2.845 -1.717 0.135
C -1.410 1.419 0.703
O 1.731 1.260 -1.159
P 0.677 0.346 -0.641
S 1.346 -0.999 0.890
Cl -1.998 -1.974 -3.359
H 1.847 -3.567 -0.034
H 1.667 -2.333 -1.363
H 3.237 -3.189 -1.386
H -0.380 0.569 2.417
H 0.479 1.981 1.640
H -0.813 2.258 2.699
H -0.712 3.328 -0.252
H -2.461 3.331 0.375
H -1.913 2.544 -1.063
H -1.856 -0.706 0.845
H -2.863 0.573 1.619
H -3.057 0.354 -0.137
H 3.423 -0.991 -0.491
H 3.408 -2.121 0.906
```

Values from the calculation:
frontier orbital gap (alpha / beta)	7.4 / 7.4	eV
calculated total energy	-1588.05010	Ha
relative energy (zero: lowest compared OMol25 entry of this formula, charge and spin)	43.2	kcal per mole
highest occupied orbital energy (alpha / beta)	-7.693 / -7.692	eV
LUMO (alpha / beta)	-0.271 / -0.273	eV

[2]
C8H14F9NO10S3Ti | ωB97M-V/def2-TZVPD

Structure (XYZ):
```
46
C8H14F9NO10S3Ti, DFT ωB97M-V/def2-TZVPD
Ti -1.485 1.276 1.039
C 0.799 -3.498 -2.409
N -0.075 -2.322 -1.703
C 0.912 -1.195 -1.423
C -1.133 -1.851 -2.761
C -0.778 -2.814 -0.396
C -1.469 -1.831 0.623
O -0.465 -0.908 1.019
H 1.148 -3.256 -3.413
H 0.249 -4.436 -2.487
H 1.679 -3.775 -1.828
H 1.603 -1.103 -2.260
H 1.415 -1.683 -0.588
H 0.497 -0.227 -1.143
H -0.514 -1.566 -3.612
H -1.739 -1.144 -2.195
H -1.707 -2.707 -3.116
H 0.003 -3.355 0.138
H -1.347 -3.733 -0.538
H -2.020 -2.168 1.501
H -2.257 -1.281 0.109
H -0.235 -1.168 1.914
C -0.130 2.455 -3.245
F 0.246 3.492 -2.425
F -0.183 2.904 -4.497
F 0.854 1.441 -3.204
S -1.832 1.710 -2.761
O -2.827 2.819 -2.762
O -2.108 0.822 -3.842
O -1.687 1.218 -1.358
C 1.051 0.263 5.636
F 1.589 1.485 5.546
F 1.977 -0.574 5.164
F 0.743 -0.018 6.904
S -0.574 0.056 4.606
O -0.563 0.929 3.491
O -0.644 -1.351 4.132
O -1.727 0.345 5.422
C 2.206 2.761 0.481
F 2.438 1.796 1.356
F 3.351 3.437 0.068
F 1.605 2.135 -0.489
S 0.977 3.960 1.234
O -0.250 3.183 1.318
O 1.498 4.461 2.565
O 0.909 5.014 0.190
```

Values from the calculation:
frontier orbital gap (alpha / beta)	3.7 / 7.6	eV
charge	-1
⟨S²⟩	3.751
multiplicity	4
calculated total energy	-4063.16989	Ha
highest occupied orbital energy (alpha / beta)	-2.533 / -6.453	eV
LUMO (alpha / beta)	1.143 / 1.140	eV

[3]
C8H14FO3P | ωB97M-V/def2-TZVPD

Structure (XYZ):
```
27
C8H14FO3P, DFT ωB97M-V/def2-TZVPD
C -1.918 0.636 -2.266
C -1.633 1.144 -0.867
F -2.617 0.636 -0.021
C -0.222 0.822 -0.332
C 0.044 -0.522 0.359
P 1.738 -0.699 1.191
C 2.886 0.094 -0.014
C 1.628 0.607 2.479
C -0.238 -1.742 -0.544
O -1.559 -2.126 -0.182
C -1.839 -1.641 1.049
O -2.792 -1.921 1.689
O -0.882 -0.761 1.433
H -2.893 0.994 -2.599
H -1.161 1.019 -2.954
H -1.918 -0.454 -2.297
H -1.759 2.230 -0.846
H 0.106 1.634 0.317
H 0.440 0.835 -1.201
H 2.528 1.019 -0.459
H 3.808 0.321 0.525
H 3.130 -0.618 -0.806
H 1.115 1.516 2.168
H 2.647 0.864 2.777
H 1.110 0.188 3.342
H 0.448 -2.568 -0.335
H -0.196 -1.508 -1.606
```

Values from the calculation:
frontier orbital gap	9.7	eV
calculated total energy	-980.17898	Ha
relative energy (zero: lowest compared OMol25 entry of this formula, charge and spin)	0.0	kcal per mole
highest occupied orbital energy	-9.128	eV
LUMO	0.580	eV

[4]
C8H14I2MoN3O3S | ωB97M-V/def2-TZVPD

Structure (XYZ):
```
32
C8H14I2MoN3O3S, DFT ωB97M-V/def2-TZVPD
Mo 0.194 0.417 -0.261
I -2.370 1.504 -0.070
C -3.049 -0.155 -1.236
I -1.396 -0.905 -2.348
H -3.820 0.188 -1.919
H -3.387 -0.921 -0.547
N 2.056 -0.898 -0.248
N 1.742 -2.085 0.438
C 0.481 -2.271 0.925
O 0.003 -3.183 1.472
O -0.262 -1.052 0.671
H 2.374 -1.136 -1.189
H 2.839 -0.440 0.222
H 2.416 -2.841 0.485
S 2.073 2.303 -4.068
C 1.485 3.479 -2.980
C 0.960 2.892 -1.881
N 1.004 1.502 -1.915
C 1.577 1.083 -3.045
H 1.558 4.534 -3.196
H 0.529 3.408 -1.036
H 1.701 0.041 -3.304
C 1.942 3.388 2.366
C 1.324 2.061 2.238
C 1.050 1.217 3.421
O 1.034 1.623 1.088
H 2.882 3.275 2.920
H 1.309 4.004 3.015
H 2.117 3.878 1.413
H 1.106 1.789 4.343
H 1.816 0.433 3.465
H 0.080 0.723 3.333
```

Values from the calculation:
frontier orbital gap (alpha / beta)	7.5 / 7.5	eV
charge	+3
calculated total energy	-1763.93587	Ha
relative energy (zero: lowest compared OMol25 entry of this formula, charge and spin)	65.9	kcal per mole
highest occupied orbital energy (alpha / beta)	-19.918 / -19.911	eV
LUMO (alpha / beta)	-12.453 / -12.441	eV

[5]
C8H14N2O2S2 | ωB97M-V/def2-TZVPD

Structure (XYZ):
```
28
C8H14N2O2S2, DFT ωB97M-V/def2-TZVPD
C 1.512 0.911 3.039
C 0.252 1.472 3.391
C 1.473 -0.363 2.728
C -0.819 0.842 2.921
C -2.259 -1.124 -1.567
C 0.729 1.646 -1.923
C -1.121 -0.679 -2.446
C 1.137 0.183 -2.143
N -0.721 -2.120 2.644
N 0.153 -0.783 -1.790
O -0.252 -0.423 0.760
O 1.654 -1.668 -0.027
S -0.253 -0.804 2.387
S 0.272 -1.646 -0.323
H 2.518 1.521 3.151
H 0.231 2.364 3.836
H 2.177 -1.175 2.419
H -1.831 0.978 2.915
H -3.172 -1.432 -1.998
H -1.967 -1.967 -0.821
H -2.507 -0.357 -0.975
H 0.263 2.124 -2.778
H -0.048 1.446 -1.142
H 1.644 2.237 -1.423
H -0.959 -1.468 -3.257
H -1.405 0.257 -2.790
H 1.346 0.164 -3.144
H 1.954 -0.132 -1.643
```

Values from the calculation:
frontier orbital gap	8.6	eV
calculated total energy	-1369.31159	Ha
relative energy (zero: lowest compared OMol25 entry of this formula, charge and spin)	202.5	kcal per mole
highest occupied orbital energy	-8.927	eV
LUMO	-0.375	eV

[6]
C8H14N2O3 | ωB97M-V/def2-TZVPD

Structure (XYZ):
```
27
C8H14N2O3, DFT ωB97M-V/def2-TZVPD
C -1.919 0.381 0.252
C -1.070 -0.752 -0.344
C -2.364 -0.072 1.650
C 1.041 0.284 0.530
C 1.081 1.543 -0.316
C 2.479 -0.312 0.618
C 2.254 -1.818 0.473
C 1.081 -1.907 -0.500
H -3.322 -0.259 -1.025
H -3.797 1.070 -0.184
H -1.318 1.294 0.354
H -3.005 0.664 2.093
H -2.908 -0.997 1.569
H -1.496 -0.218 2.308
H 0.635 0.524 1.500
H 2.950 -0.050 1.516
H 3.062 0.061 -0.206
H 3.173 -2.312 0.112
H 1.961 -2.267 1.439
H 0.476 -2.820 -0.435
H 1.409 -1.793 -1.526
H 1.099 3.437 -0.157
N -2.998 0.642 -0.675
N 0.264 -0.774 -0.104
O -1.618 -1.673 -0.949
O 1.177 1.576 -1.512
O 1.030 2.661 0.451
```

Values from the calculation:
frontier orbital gap	9.9	eV
calculated total energy	-648.50872	Ha
relative energy (zero: lowest compared OMol25 entry of this formula, charge and spin)	0.0	kcal per mole
highest occupied orbital energy	-9.242	eV
LUMO	0.611	eV

[7]
C8H14N2O3S | ωB97M-V/def2-TZVPD

Structure (XYZ):
```
28
C8H14N2O3S, DFT ωB97M-V/def2-TZVPD
C -0.513 -2.186 1.235
C 1.717 0.269 1.240
C -2.517 1.321 -0.124
C -1.253 -3.294 0.752
C -1.016 1.498 -0.355
C -3.479 2.345 0.274
C 3.363 0.157 -1.804
C 3.526 -0.241 -0.362
N 0.049 -1.186 1.350
N 0.566 -0.158 1.849
O 2.271 1.310 1.597
O -2.246 -1.106 -0.863
O 2.229 -0.522 0.177
S -3.172 -0.143 -0.295
H -2.249 -3.064 0.586
H -1.344 -4.186 1.459
H -0.682 -3.745 -0.230
H -0.546 1.265 0.545
H -0.742 2.563 -0.629
H -0.577 0.746 -0.966
H -3.950 2.815 -0.662
H -3.153 3.178 0.827
H -4.213 1.847 0.858
H 4.027 -0.291 -2.609
H 2.337 0.030 -2.023
H 3.601 1.203 -1.873
H 3.787 0.647 0.155
H 4.177 -1.073 -0.110
```

Values from the calculation:
frontier orbital gap	9.0	eV
calculated total energy	-1046.48922	Ha
relative energy (zero: lowest compared OMol25 entry of this formula, charge and spin)	121.3	kcal per mole
highest occupied orbital energy	-8.831	eV
LUMO	0.186	eV

[8]
C8H14N2O4 | ωB97M-V/def2-TZVPD

Structure (XYZ):
```
28
C8H14N2O4, DFT ωB97M-V/def2-TZVPD
C -0.160 0.782 0.184
C -1.794 -0.856 0.485
C 0.757 -1.219 -0.612
C 1.211 -0.894 -1.987
C -4.196 -0.621 0.328
C 2.759 2.414 0.882
C -2.830 -0.455 -0.167
C 1.691 2.286 -0.174
N -0.409 -0.522 -0.025
N 1.314 -2.122 0.160
O 2.244 -2.917 -0.074
O -0.902 1.660 0.522
O 0.722 -2.317 1.459
O 1.194 0.938 -0.094
H -1.879 -1.275 1.456
H 0.318 -0.684 -2.567
H 1.539 -1.757 -2.479
H 1.950 -0.234 -2.047
H -4.939 -0.885 -0.337
H -4.483 0.325 0.608
H -4.415 -1.206 1.331
H 2.218 2.199 1.818
H 3.726 1.741 0.734
H 3.358 3.431 1.002
H 1.018 -3.251 1.719
H -2.773 0.234 -1.029
H 1.996 2.311 -1.181
H 0.764 2.892 0.082
```

Values from the calculation:
frontier orbital gap	9.5	eV
calculated total energy	-723.50335	Ha
relative energy (zero: lowest compared OMol25 entry of this formula, charge and spin)	155.9	kcal per mole
highest occupied orbital energy	-8.692	eV
LUMO	0.799	eV

Question: What is the calculated total energy in the fourth record?
Answer: -1763.93587 Ha

Question: Which value of calculated total energy does entry 4 give?
Answer: -1763.93587 Ha

Question: Which value of calculated total energy does entry 7 give?
Answer: -1046.48922 Ha

Question: What is the calculated total energy in the fifth record?
Answer: -1369.31159 Ha